43
Properties=species:S:1:pos:R:3:forces:R:3 method="wB97M-V/def2-TZVPD" e_lumo_ev="-7.99 / -8.37" multiplicity=3 homo_lumo_gap_ev="6.78 / 7.62" e_homo_ev="-14.8 / -16.0" charge=+2 energy_ev=-28534.5302
W 0.3563 -1.1467 -1.0567 4.252 3.181 1.855
H -4.2962 0.6806 -1.1844 0.059 0.090 0.078
H -4.0568 1.1738 -0.6787 -0.042 -0.091 -0.074
P -0.5736 -3.0018 -0.1133 -3.208 -3.582 1.031
C -0.5219 -4.4726 -1.2177 0.512 0.210 -0.184
H -1.1916 -5.2384 -0.8053 0.222 0.196 -0.064
H -0.8550 -4.2047 -2.2301 0.063 -0.108 0.302
H 0.5050 -4.8583 -1.2708 -0.280 0.014 -0.053
C -0.0050 -3.6709 1.4972 0.436 0.523 -0.187
H -0.3316 -2.9912 2.2968 0.163 -0.284 -0.147
H -0.4439 -4.6717 1.6434 0.080 0.456 -0.125
H 1.0903 -3.7416 1.4922 -0.274 -0.077 0.171
C -2.3936 -2.9158 0.1947 0.291 0.317 -0.047
H -2.8930 -2.3915 -0.6326 0.075 -0.235 0.251
H -2.7847 -3.9391 0.2836 0.029 0.376 0.064
H -2.5604 -2.3536 1.1273 -0.073 -0.221 -0.331
C 0.0173 -1.3105 -2.9751 -2.942 -1.818 -6.993
O -0.3046 -1.4301 -4.1119 1.750 0.877 4.739
H -0.9009 -0.7337 -0.0711 -0.767 0.207 0.135
H 1.3318 -2.3617 -0.4448 0.313 -0.292 -0.523
C -0.6136 3.2369 -0.6019 -0.135 0.216 -0.111
N -0.3416 3.1614 0.8616 0.339 -0.168 -0.010
C -1.5035 3.6344 1.6650 -0.154 0.008 0.278
C 0.1466 1.7699 1.2798 -0.621 0.580 0.663
C 1.4239 1.4549 0.5853 1.390 0.197 -0.531
C 2.4639 2.3991 0.6781 -0.324 -0.432 -0.066
C 3.6260 2.2497 -0.0754 0.170 -0.003 -0.064
C 3.8468 1.1008 -0.8399 0.019 -0.270 -0.229
C 2.8878 0.0818 -0.8463 -0.803 0.663 0.346
C 1.6395 0.3032 -0.1988 -0.541 0.006 0.316
H -1.3942 2.5115 -0.8514 0.125 0.164 0.056
H 0.3091 3.0246 -1.1434 -0.177 0.016 0.034
H -0.9545 4.2546 -0.8174 0.051 -0.289 -0.101
H 0.4321 3.8153 1.0483 -0.253 -0.290 -0.063
H -2.3461 2.9480 1.5160 0.242 0.220 0.039
H -1.2028 3.6539 2.7198 -0.197 -0.005 -0.285
H -1.7645 4.6441 1.3282 0.004 -0.300 0.136
H 0.2742 1.8359 2.3728 0.045 -0.070 -0.341
H -0.6747 1.0706 1.0868 0.257 0.170 -0.127
H 2.3589 3.2682 1.3336 0.162 -0.157 -0.185
H 4.3788 3.0426 -0.0637 -0.215 -0.350 0.051
H 4.7609 0.9991 -1.4302 -0.254 0.004 0.332
H 3.0589 -0.8814 -1.3493 0.212 0.350 -0.034

---

47
Properties=species:S:1:pos:R:3:forces:R:3 method="wB97M-V/def2-TZVPD" e_lumo_ev=0.32 homo_lumo_gap_ev=9.43 smiles="CCCCCCCCC[Si@@H](O)/C(Br)=C(/C)Br.C[N+](=O)[O-]" e_homo_ev=-9.1 charge=0 energy_ev=-169512.6720
C -2.9287 2.3609 -0.9756 0.013 0.033 -0.009
C -2.9625 1.0391 -0.1953 -0.043 -0.028 0.023
C -2.3629 -0.1284 -0.9721 0.018 -0.017 -0.050
C -2.4362 -1.4557 -0.2260 0.063 0.053 0.165
C -1.8692 -2.6334 -1.0184 -0.057 -0.071 -0.053
C -0.3324 -2.6652 -1.0646 0.058 0.161 -0.015
C 0.3256 -3.5778 -0.0127 -0.014 -0.070 0.014
C 1.1160 -2.8228 1.0557 -0.024 0.158 0.003
C 2.4056 -2.1753 0.5163 -0.083 0.003 0.005
Si 3.4597 -1.5708 1.9314 0.055 -0.104 0.085
O 4.2100 -2.8464 2.6807 -0.156 0.038 -0.109
C 4.7966 -0.3152 1.4979 0.097 -0.031 -0.146
Br 4.7849 1.2160 2.6439 -0.044 0.109 -0.005
C 5.7384 -0.3803 0.5615 0.052 0.050 0.129
C 6.8120 0.5971 0.2059 -0.045 -0.043 0.039
Br 5.8511 -1.9837 -0.4740 -0.075 -0.006 -0.039
H -2.2231 2.3023 -1.8088 0.018 0.034 0.064
H -3.9071 2.6104 -1.3908 0.038 -0.059 -0.025
H -2.6270 3.1942 -0.3389 -0.020 -0.020 -0.028
H -2.4266 1.1480 0.7523 0.005 -0.013 -0.045
H -3.9951 0.7908 0.0692 0.049 0.037 0.044
H -2.8829 -0.2320 -1.9333 0.036 0.021 0.031
H -1.3173 0.1059 -1.2071 -0.065 -0.006 -0.049
H -1.8818 -1.3615 0.7180 -0.098 -0.023 -0.009
H -3.4785 -1.6514 0.0477 0.039 -0.011 -0.040
H -2.2362 -3.5681 -0.5832 0.039 0.010 -0.060
H -2.2707 -2.5977 -2.0370 0.000 0.032 0.054
H 0.0381 -1.6439 -0.9127 -0.014 -0.056 -0.099
H 0.0004 -2.9460 -2.0659 -0.016 -0.054 0.046
H 1.0013 -4.2854 -0.5051 -0.036 0.009 0.049
H -0.4430 -4.1835 0.4781 0.019 0.033 -0.029
H 0.4811 -2.0387 1.4850 0.024 -0.071 0.026
H 1.3488 -3.5018 1.8849 0.017 -0.019 -0.068
H 2.9596 -2.8986 -0.0883 0.037 0.020 0.009
H 2.1649 -1.3374 -0.1470 0.020 -0.046 -0.004
H 2.5784 -0.8781 2.8930 0.048 0.009 0.024
H 3.9515 -3.7128 2.3555 0.099 -0.016 0.061
H 6.8217 0.7687 -0.8712 -0.015 -0.011 0.028
H 6.6619 1.5417 0.7230 0.005 -0.021 -0.019
H 7.7874 0.1914 0.4838 -0.024 0.005 -0.010
C -4.8664 6.2278 -1.1488 -0.017 -0.021 0.000
N -4.4449 5.5481 0.1080 0.045 -0.035 0.032
O -5.0546 4.5566 0.4486 -0.010 0.065 0.008
O -3.5057 6.0361 0.7025 -0.053 -0.036 -0.033
H -5.7070 5.6848 -1.5626 0.002 0.001 0.003
H -5.1263 7.2495 -0.8890 0.012 0.002 -0.001
H -4.0085 6.2229 -1.8145 0.003 0.006 0.001

---

44
Properties=species:S:1:pos:R:3:forces:R:3 method="wB97M-V/def2-TZVPD" e_lumo_ev=0.37 homo_lumo_gap_ev=7.29 e_homo_ev=-6.9 charge=0 energy_ev=-35728.6356
Cd -1.0041 -0.2648 -2.0952 -0.850 -0.012 2.484
C -0.7491 -0.4137 -4.9189 -0.950 0.199 0.451
H 0.2762 -0.1823 -4.5989 -0.248 -0.155 -0.041
H -0.8147 -1.4170 -5.3576 0.138 0.231 0.202
H -1.0414 0.3233 -5.6763 0.054 -0.144 0.185
H -1.5123 -0.3445 -4.0482 1.168 -0.145 -2.321
H -2.7065 -0.3603 -2.5178 0.482 0.020 0.179
C -0.9162 2.7336 -0.8311 -0.033 0.470 0.088
Si -0.6004 1.7968 0.7677 0.414 -1.733 -0.115
C 0.7900 2.6203 1.7245 -0.017 0.430 -0.062
C -2.1514 1.9093 1.8363 -0.089 0.166 -0.089
C -0.1077 0.0129 0.3389 -0.423 0.097 -0.239
C 1.2164 -0.1851 -0.3115 -1.082 0.125 0.442
C 2.4647 -0.2132 0.3586 -0.155 -0.062 -0.413
C 3.6048 -0.5453 -0.3580 -0.535 0.218 0.146
C 3.4963 -0.8436 -1.7212 -0.290 -0.109 -0.397
C 2.2530 -0.7858 -2.3450 0.287 0.456 0.691
N 1.1540 -0.4102 -1.6600 0.993 -0.473 -0.002
Si -0.6119 -1.3154 1.6024 0.426 1.165 -0.816
C 0.1092 -0.9060 3.2971 -0.110 -0.355 0.237
C -2.4785 -1.5077 1.7762 -0.053 -0.142 0.039
C 0.0972 -2.9722 1.0699 -0.005 -0.212 0.083
H -1.1445 3.7751 -0.5563 0.047 -0.103 -0.332
H -1.7732 2.3448 -1.4039 0.169 0.086 0.229
H -0.0285 2.7358 -1.4802 -0.140 0.043 0.121
H 0.4911 3.6614 1.9285 0.301 -0.186 0.066
H 0.9863 2.1139 2.6817 -0.108 0.127 -0.273
H 1.7215 2.6282 1.1388 -0.198 0.066 0.174
H -3.0359 1.4955 1.3318 0.219 0.110 0.119
H -2.0528 1.4261 2.8193 0.040 0.128 -0.304
H -2.3339 2.9825 2.0096 -0.039 -0.260 0.007
H 2.4795 0.0224 1.4288 0.069 -0.144 -0.531
H 4.5642 -0.5645 0.1502 -0.033 -0.064 -0.179
H 4.3685 -1.1090 -2.2985 0.043 -0.086 -0.024
H 2.0934 -1.0192 -3.4001 0.262 0.098 0.301
H -0.2470 0.0517 3.7039 0.075 -0.254 -0.143
H -0.1918 -1.7106 3.9885 0.200 0.283 0.032
H 1.2084 -0.8789 3.2550 -0.265 -0.018 0.065
H -2.9470 -1.7404 0.8079 0.124 0.072 0.242
H -2.6588 -2.3590 2.4533 -0.048 0.208 -0.170
H -2.9814 -0.6282 2.1998 0.181 -0.267 -0.123
H -0.3567 -3.3188 0.1290 0.120 0.067 0.233
H 1.1873 -2.9180 0.9296 -0.264 -0.050 0.040
H -0.1163 -3.7202 1.8512 0.124 0.108 -0.283

---

48
Properties=species:S:1:pos:R:3:forces:R:3 method="wB97M-V/def2-TZVPD" e_lumo_ev="-7.78 / -7.78" multiplicity=5 homo_lumo_gap_ev="5.94 / 5.95" e_homo_ev="-13.7 / -13.7" charge=+2 energy_ev=-74690.2875
C 0.0202 1.1409 -6.4946 0.024 0.604 -0.194
C 0.0326 2.2262 -5.5253 0.007 2.572 4.126
H 0.0207 1.5497 -7.5289 0.004 -0.108 0.558
H -0.8871 0.5412 -6.3032 0.193 0.176 0.052
H 0.9184 0.5253 -6.3076 -0.205 0.188 0.041
O 0.0393 2.9853 -4.6444 -0.027 -3.635 -4.692
I -0.0349 -1.5740 -3.5234 -0.018 0.457 -1.189
Pm 0.0097 -0.2964 -0.9739 -0.062 -1.428 1.774
P 2.8723 0.0079 -0.4255 1.654 -0.166 0.378
C 3.6794 1.1988 0.7065 -0.353 0.364 0.044
C 3.5165 -1.5681 0.2662 -0.480 -0.306 -0.011
H 4.5876 -1.6727 0.0319 -0.400 0.087 0.144
H 4.9462 -0.2156 -1.7144 -0.417 0.208 -0.087
H 2.9503 -2.4046 -0.1687 0.311 0.113 0.182
H 3.4652 -0.4405 -2.7221 0.323 0.140 0.159
H 3.2496 1.0827 1.7109 0.161 0.059 -0.220
H 3.3651 -1.5751 1.3554 0.041 -0.053 -0.323
C 3.9261 0.1506 -1.9156 -0.260 0.139 -0.389
H 4.7692 1.0448 0.7499 -0.416 -0.030 -0.073
H 3.9598 1.2057 -2.2278 0.081 -0.330 0.006
H 3.4669 2.2188 0.3569 0.175 -0.188 0.185
P -2.8321 0.0850 -0.4202 -1.540 -0.313 0.465
C -3.6036 1.2731 0.7304 0.227 0.497 0.077
C -3.9315 0.2031 -1.8761 0.193 0.185 -0.439
H -2.8464 -2.3216 -0.1018 -0.327 0.057 0.173
H -4.5036 -1.6260 0.0687 0.324 0.069 0.140
H -3.2927 -1.4675 1.3962 -0.024 -0.070 -0.254
C -3.4396 -1.4943 0.3090 0.559 -0.166 -0.096
H -3.4934 -0.3977 -2.6897 -0.327 0.162 0.206
H -4.9449 -0.1646 -1.6371 0.468 0.228 -0.114
H -4.6847 1.0846 0.8382 0.438 0.013 -0.096
H -3.4453 2.2921 0.3462 -0.175 -0.217 0.202
H -3.9793 1.2548 -2.2020 -0.082 -0.374 0.017
H -3.1190 1.2004 1.7149 -0.210 -0.001 -0.259
Cl -0.0268 -2.8193 -0.2950 -0.019 0.685 -0.532
N -0.0671 -0.2691 5.8666 0.006 0.092 -1.288
C -0.0501 -0.2642 4.4973 -0.010 0.107 1.083
C 0.2830 -1.4195 3.7645 -0.083 0.339 -0.690
C 0.2632 -1.3364 2.3838 0.074 0.133 0.304
N -0.0249 -0.2188 1.6701 -0.195 0.162 0.123
C -0.3591 0.8931 2.3813 0.375 -0.939 0.463
C -0.3762 0.9104 3.7758 -0.116 0.293 -1.137
H 0.1708 -1.1024 6.3729 -0.020 0.037 0.086
H -0.3091 0.5635 6.3739 0.027 -0.087 0.082
H 0.5463 -2.3690 4.2323 -0.143 0.352 -0.022
H 0.4585 -2.2088 1.7723 0.127 0.110 0.392
H -0.6163 1.7497 1.7519 0.051 0.050 0.576
H -0.6490 1.8386 4.2729 0.064 -0.266 0.068